(1)
Density functional theory data (ωB97M-V with the def2-TZVPD basis set) for C4H2F4 in the gas phase at a distorted geometry.

## Properties
HOMO-LUMO gap: 9.22 eV
maximum force: 3.06 eV/Å
calculated total energy: -552.9030 Eh
M: 126.05 g/mol
highest occupied orbital energy: -9.48 eV
energy relative to the best compared isomer or geometry (same formula, charge and spin): 64.7 kcal per mole

Atoms and positions in Å:
C (0.0380, -0.5080, -0.6680)
C (0.4105, -0.5664, -2.2072)
C (0.0246, 0.7652, 0.2055)
C (-0.1244, 0.8251, 1.5738)
F (0.6838, -1.8274, -2.3505)
F (-0.3466, 1.8499, -0.4608)
F (-0.2821, 1.9397, 2.2244)
F (0.1143, -0.2058, 2.3854)
H (-0.9212, -1.0077, -0.7307)
H (0.4030, -1.2647, 0.0282)


(2)
Density functional theory data (ωB97M-V with the def2-TZVPD basis set) for C4H2F7NO in the gas phase at a distorted geometry.

## Properties
HOMO-LUMO gap: 11.44 eV
maximum force: 3.96 eV/Å
calculated total energy: -982.6788 Eh
M: 213.05 g/mol
highest occupied orbital energy: -10.79 eV
energy relative to the best compared isomer or geometry (same formula, charge and spin): 19.7 kcal per mole

Atoms and positions in Å:
N (2.5041, -0.6624, 0.1948)
C (1.3659, 0.0951, 0.2803)
O (1.4580, 1.3003, 0.0194)
C (0.0164, -0.6746, 0.4735)
F (0.2843, -2.0302, 0.3548)
F (-0.2704, -0.4445, 1.8018)
C (-0.9591, -0.2061, -0.5948)
F (-1.8612, -1.2687, -0.6613)
F (-0.3221, 0.0330, -1.8146)
C (-1.7933, 1.1186, -0.1879)
F (-1.0632, 2.2896, -0.2384)
F (-2.7249, 1.3136, -1.2220)
F (-2.4858, 0.9032, 0.9789)
H (2.4766, -1.5842, 0.6436)
H (3.3749, -0.1826, -0.0282)


(3)
Density functional theory data (ωB97M-V with the def2-TZVPD basis set) for C4H2IN in the gas phase at a distorted geometry.

## Properties
HOMO-LUMO gap (alpha / beta): 7.30 / 6.82 eV
maximum force: 3.37 eV/Å
calculated total energy: -505.8721 Eh
M: 190.97 g/mol
highest occupied orbital energy (alpha / beta): -8.63 / -8.69 eV
energy relative to the best compared isomer or geometry (same formula, charge and spin): 47.0 kcal per mole

Atoms and positions in Å:
C (0.3053, 1.2693, -0.1221)
C (-0.7899, 0.4824, 0.2610)
C (0.5307, -1.3120, -0.5543)
C (-0.5317, -0.9139, 0.1545)
N (0.9506, 1.9483, -0.7923)
I (2.5106, -0.9496, -0.2252)
H (-1.4714, -1.3434, 0.1958)
H (-1.5042, 0.8189, 1.0827)


(4)
Density functional theory data (ωB97M-V with the def2-TZVPD basis set) for a molecular structure, C4H2IN at a distorted geometry.

## Properties
2S+1: 3
HOMO-LUMO gap (alpha / beta): 6.24 / 6.95 eV
maximum force: 8.86 eV/Å
calculated total energy: -505.7306 Eh
M: 190.97 g/mol
highest occupied orbital energy (alpha / beta): -6.53 / -10.25 eV

Atoms and positions in Å:
C (1.7343, -0.5811, 0.0331)
C (0.7024, -1.3343, 0.0696)
C (-0.8382, -0.2239, -0.2354)
C (0.4748, 0.4629, 0.0369)
N (-0.6432, -1.4983, -0.1757)
I (-2.5500, 0.9225, -0.0091)
H (0.3671, 1.1123, 0.9390)
H (0.7527, 1.1398, -0.6584)


(5)
Density functional theory data (ωB97M-V with the def2-TZVPD basis set) for a molecular structure, C4H2INS at a distorted geometry.

## Properties
HOMO-LUMO gap: 9.08 eV
maximum force: 5.66 eV/Å
calculated total energy: -904.0367 Eh
M: 223.04 g/mol
highest occupied orbital energy: -10.03 eV
energy relative to the best compared isomer or geometry (same formula, charge and spin): 67.4 kcal per mole

Atoms and positions in Å:
C (-1.5569, -1.5728, 0.4988)
C (-0.4242, -1.2330, 0.2749)
C (-0.2103, 1.9531, 0.0214)
C (1.2088, -0.1190, -0.4923)
N (-1.2915, 2.3327, -0.2947)
S (1.2191, 1.3723, 0.5664)
I (2.7852, -1.4561, -0.0035)
H (-2.5401, -1.5674, 0.8245)
H (0.8099, 0.2902, -1.3954)


(6)
Density functional theory data (ωB97M-V with the def2-TZVPD basis set) for 2 unconnected molecules or ions with the total composition C4H2INS at a distorted geometry.

## Properties
HOMO-LUMO gap (alpha / beta): 6.23 / 7.44 eV
maximum force: 4.24 eV/Å
calculated total energy: -904.1068 Eh
M: 223.04 g/mol
highest occupied orbital energy (alpha / beta): -8.88 / -9.54 eV
energy relative to the best compared isomer or geometry (same formula, charge and spin): 23.4 kcal per mole

Atoms and positions in Å:
C (0.2261, -0.6745, -0.8841)
C (0.0816, 0.0456, 0.0431)
C (1.7478, -0.1074, 2.5673)
C (-0.2392, 0.9020, 1.0526)
N (2.6452, -0.8121, 2.5375)
S (0.3012, 0.6873, 2.6876)
I (1.2501, 3.2564, 0.1031)
H (0.4378, -1.2835, -1.7888)
H (-0.9960, 1.6334, 1.0529)


(7)
Density functional theory data (ωB97M-V with the def2-TZVPD basis set) for C4H2N2O in the gas phase at a distorted geometry.

## Properties
HOMO-LUMO gap: 10.40 eV
maximum force: 1.50 eV/Å
calculated total energy: -338.2575 Eh
M: 94.07 g/mol
highest occupied orbital energy: -10.32 eV
energy relative to the best compared isomer or geometry (same formula, charge and spin): 52.7 kcal per mole

Atoms and positions in Å:
N (-1.8758, 0.3610, 0.5059)
C (-0.9779, -0.6368, 0.7024)
O (-1.2681, -1.7974, 0.9093)
C (0.4222, -0.2356, 0.6564)
C (1.6207, -0.1956, 0.6751)
C (3.5470, 1.0103, 0.4767)
N (2.9402, 0.0005, 0.6657)
H (-1.5975, 1.3120, 0.3235)
H (-2.8535, 0.1161, 0.5236)


(8)
Density functional theory data (ωB97M-V with the def2-TZVPD basis set) for C4H2N2O in the gas phase at a distorted geometry.

## Properties
HOMO-LUMO gap: 9.68 eV
maximum force: 12.16 eV/Å
calculated total energy: -338.2218 Eh
M: 94.07 g/mol
highest occupied orbital energy: -10.29 eV
energy relative to the best compared isomer or geometry (same formula, charge and spin): 75.1 kcal per mole

Atoms and positions in Å:
N (2.8627, 0.0423, -0.0516)
C (1.6227, -0.1830, 0.0794)
C (0.2418, -0.1759, 0.0990)
C (-0.1728, 1.1201, -0.0384)
C (-1.5753, 0.8100, 0.0407)
N (-1.8890, -0.4840, -0.0907)
O (-0.6512, -1.1929, -0.0129)
H (0.3606, 1.9626, -0.2522)
H (-2.6649, 1.2444, 0.2673)